Entry 1:
58
Properties=species:S:1:pos:R:3:mulliken_charge:R:1 method="wB97M-V/def2-TZVPD" gap_ha=0.337 e_tot_ev=-36408.7051 smiles="CCc1ccc(CN(C)C(=O)CCc2nnc(CCc3ccccc3OC)o2)nc1" largest_force_ev_per_a=1.48 e_above_lowest_kcal_mol=60.33
C -3.908 -0.204 0.672 -0.77
H -3.622 -0.216 -0.378 0.19
H -4.923 0.177 0.755 0.48
H -3.235 0.472 1.194 0.11
C -3.817 -1.612 1.264 -1.11
C -2.416 -2.133 1.150 0.86
C -1.445 -1.815 2.093 -0.17
C -0.149 -2.262 1.915 -0.70
C 0.145 -3.023 0.789 0.67
N -0.780 -3.345 -0.108 -0.48
C -2.015 -2.911 0.071 -0.58
H -2.723 -3.201 -0.696 0.39
C 1.556 -3.456 0.482 -1.35
N 2.103 -2.635 -0.591 0.18
C 2.763 -1.506 -0.255 0.84
O 2.896 -1.166 0.907 -0.67
C 3.337 -0.686 -1.404 -0.79
H 2.509 -0.170 -1.900 0.29
H 3.832 -1.339 -2.124 0.60
C 4.338 0.343 -0.879 -0.89
C 3.730 1.246 0.129 0.58
N 4.296 1.719 1.188 -0.53
N 3.391 2.516 1.795 -0.55
C 2.320 2.499 1.074 0.50
O 2.471 1.718 -0.022 -0.12
C 1.055 3.211 1.365 -0.66
H 0.812 3.892 0.546 0.45
H 1.221 3.791 2.272 0.25
C -0.117 2.230 1.565 -1.60
C -0.588 1.662 0.258 -0.04
C -0.179 0.415 -0.175 0.95
C -0.610 -0.101 -1.386 -1.30
C -1.461 0.643 -2.178 -1.54
C -1.881 1.899 -1.769 -0.47
C -1.448 2.417 -0.556 1.22
O -1.808 3.643 -0.070 -0.38
C -2.716 4.421 -0.807 -1.03
H -2.873 5.325 -0.220 0.28
H -2.312 4.695 -1.787 0.37
H -3.673 3.906 -0.940 0.37
H -2.546 2.462 -2.406 0.46
H -1.808 0.252 -3.123 0.38
H -0.294 -1.084 -1.700 0.49
H 0.488 -0.159 0.449 0.73
H 0.200 1.425 2.230 0.56
H -0.937 2.778 2.032 0.55
H 4.713 0.943 -1.714 0.31
H 5.183 -0.148 -0.397 0.31
C 1.783 -3.065 -1.931 -1.25
H 0.797 -3.532 -1.910 0.44
H 2.516 -3.796 -2.290 0.24
H 1.754 -2.226 -2.622 0.45
H 2.188 -3.321 1.362 0.43
H 1.577 -4.499 0.160 0.56
H 0.631 -2.016 2.619 0.34
H -1.704 -1.215 2.954 0.43
H -4.503 -2.274 0.732 0.38
H -4.114 -1.581 2.315 0.35


Entry 2:
64
Properties=species:S:1:pos:R:3:mulliken_charge:R:1 method="wB97M-V/def2-TZVPD" gap_ha=0.195 e_tot_ev=-45652.9213 largest_force_ev_per_a=0.83 total_charge=+3 e_above_lowest_kcal_mol=0.00
W 0.032 -0.214 1.614 2.31
C 3.061 -2.346 1.602 -1.56
C 1.879 -2.043 2.446 1.17
C 0.579 -2.496 2.104 -0.51
C -0.531 -2.242 2.938 -0.52
C -0.376 -1.469 4.091 -0.55
C 0.914 -1.038 4.460 -0.33
C 2.016 -1.328 3.660 -0.59
H 2.781 -2.630 0.590 0.25
H 3.577 -3.200 2.058 0.40
H 3.766 -1.516 1.587 0.43
H 0.476 -3.136 1.236 0.74
H -1.509 -2.638 2.698 0.45
H -1.236 -1.225 4.700 0.51
H 1.039 -0.451 5.362 0.56
H 2.998 -0.964 3.939 0.54
N -0.388 3.105 2.688 0.11
C 0.746 2.545 2.310 0.32
N 1.724 2.983 1.473 -0.27
N 2.391 1.942 1.104 -0.43
N 2.001 0.850 1.786 -0.17
N 0.978 1.235 2.589 -0.08
C -1.405 2.227 3.039 0.01
N -2.435 2.481 3.776 -0.41
N -3.113 1.298 3.841 -0.68
N -2.573 0.406 3.132 -0.23
N -1.406 0.921 2.605 0.18
H -0.563 4.103 2.608 0.35
C -3.821 -1.053 -0.438 -0.75
C -2.842 -2.016 -1.097 -0.73
C -1.827 -2.257 -0.009 -0.26
O -1.743 -0.936 0.731 -0.23
C -2.920 -0.083 0.277 0.02
H -4.474 -1.564 0.270 0.33
H -4.445 -0.530 -1.161 0.44
H -2.372 -1.565 -1.972 0.30
H -3.306 -2.952 -1.402 0.48
H -0.829 -2.492 -0.364 0.02
H -2.172 -2.985 0.725 0.46
H -2.482 0.676 -0.371 -0.05
H -3.346 0.355 1.171 0.39
C 1.474 1.784 -6.155 -1.58
C 1.189 1.389 -4.753 0.45
C 0.550 2.284 -3.880 -1.23
C 0.297 1.977 -2.570 0.92
C -0.360 3.015 -1.713 -0.98
C 0.698 0.666 -2.096 0.50
C 1.371 -0.264 -2.988 0.85
C 1.848 -1.619 -2.557 -1.13
C 1.589 0.127 -4.279 -1.08
C 0.458 0.296 -0.789 0.80
O 0.742 -0.840 -0.169 -0.67
O -0.128 1.058 0.153 -0.26
H 0.778 2.538 -6.515 0.42
H 1.477 0.924 -6.822 0.43
H 2.480 2.221 -6.185 0.35
H 0.255 3.253 -4.261 0.48
H -0.567 3.895 -2.317 0.55
H 0.288 3.320 -0.890 0.22
H -1.305 2.668 -1.293 0.13
H 1.029 -2.248 -2.208 0.20
H 2.580 -1.537 -1.752 0.16
H 2.324 -2.120 -3.396 0.55
H 2.086 -0.550 -4.962 0.49


Entry 3:
78
Properties=species:S:1:pos:R:3:mulliken_charge:R:1 method="wB97M-V/def2-TZVPD" gap_ha=0.071 e_tot_ev=-138343.4718 largest_force_ev_per_a=7.27 total_charge=+2
C 1.870 2.440 -0.131 -0.32
C 2.380 3.110 -1.546 -0.46
C 2.251 2.075 -2.845 -0.18
C 1.121 2.498 -3.936 -0.75
N -0.311 2.228 -3.598 0.03
C -0.553 1.047 -2.705 -0.82
C -0.066 -0.515 -2.989 0.23
C 0.742 -0.845 -4.415 -0.29
O -0.019 -1.962 -5.069 -0.14
N 0.702 -2.164 -6.216 0.24
O 0.306 -3.156 -6.807 -0.16
C -0.383 -1.724 -1.877 0.49
P 0.199 -3.557 -2.115 1.11
O -1.049 -4.357 -2.682 -0.65
O 0.743 -4.293 -0.592 -0.45
O 1.620 -3.678 -3.176 -0.56
C -1.243 -1.344 -0.493 -0.40
N -1.524 -2.504 0.425 -0.30
C -2.339 -2.104 1.619 0.09
P -2.856 -3.483 2.891 0.42
O -4.449 -3.430 3.133 -0.61
C -2.805 -0.574 1.894 0.33
C -3.703 -0.302 3.276 0.03
Cl -3.059 -0.640 5.007 -0.09
C -5.100 0.264 3.213 0.04
C -5.839 0.677 1.779 -0.70
Cl -6.122 0.598 4.755 -0.12
N -2.542 0.619 1.025 -0.45
C -1.766 0.168 -0.184 0.38
C -1.420 1.358 -1.307 0.68
P -2.088 3.113 -0.969 0.38
C -0.816 4.493 -1.264 -0.82
C -3.760 3.419 -1.839 -0.84
H 2.302 1.345 -0.013 -0.05
H 2.392 3.077 0.733 0.34
H 0.719 2.519 0.063 -0.18
H 1.892 4.142 -1.805 0.24
H 3.542 3.335 -1.391 0.36
H 2.215 0.977 -2.451 -0.03
H 3.304 2.175 -3.402 0.43
H 1.481 2.060 -4.987 0.21
H 1.217 3.682 -4.074 0.38
H -0.935 2.214 -4.444 0.30
H 1.819 -1.260 -4.202 0.33
H 0.698 0.039 -5.181 0.25
H 1.609 -3.791 -0.413 0.26
H 2.455 -3.749 -2.626 0.33
H -2.606 -4.816 2.346 0.17
H -2.235 -3.319 4.184 0.09
H -5.865 -0.205 1.006 0.26
H -5.177 1.551 1.311 0.11
H -6.911 1.167 1.949 0.37
H -1.396 5.528 -1.123 0.42
H 0.068 4.541 -0.467 0.29
H -0.343 4.541 -2.333 0.22
H -3.796 4.540 -2.172 0.37
H -4.671 3.101 -1.141 0.27
H -3.800 2.699 -2.769 0.29
Al 1.025 -2.807 -8.495 0.51
C 1.414 -1.036 3.568 -0.81
C 2.082 -0.679 2.231 0.90
C 3.103 -1.694 1.732 0.15
F 4.136 -1.853 2.590 -0.24
F 3.646 -1.287 0.553 -0.26
F 2.621 0.567 2.321 -0.28
F 1.084 -0.582 1.296 0.02
O 1.966 -0.417 4.734 -0.40
C 3.104 -1.072 5.293 0.87
C 4.378 -0.223 5.214 0.15
F 4.683 0.112 3.935 -0.21
F 5.450 -0.902 5.701 -0.26
F 3.243 -2.290 4.718 -0.25
F 2.790 -1.309 6.596 -0.28
H 0.390 -0.647 3.517 0.64
H 1.288 -2.117 3.699 0.14
H 2.640 -2.672 1.561 0.13
H 4.268 0.703 5.787 0.28
Cl 0.587 -3.361 4.588 -0.19


Entry 4:
63
Properties=species:S:1:pos:R:3:mulliken_charge:R:1 method="wB97M-V/def2-TZVPD" gap_ha=0.241 e_tot_ev=-68110.9116 largest_force_ev_per_a=0.72 total_charge=-1 e_above_lowest_kcal_mol=0.00
Cs -0.304 -0.360 1.965 1.13
C -0.246 -3.230 -3.459 -0.83
N -0.217 -3.950 -2.209 0.23
C 0.380 -5.177 -1.984 -0.42
C 0.187 -5.456 -0.678 -0.60
N -0.513 -4.421 -0.097 0.20
B -0.775 -4.366 1.454 0.22
N -2.299 -4.152 1.691 0.36
C -3.280 -4.670 0.875 -0.57
C -4.483 -4.296 1.349 -0.54
N -4.237 -3.550 2.487 0.23
C -5.226 -2.935 3.335 -0.92
C -2.890 -3.472 2.700 -0.32
S -2.199 -2.661 4.016 -0.41
C -0.760 -3.489 -1.046 -0.21
S -1.625 -2.037 -0.935 -0.45
H 0.176 -3.864 -4.236 0.31
H 0.331 -2.308 -3.381 0.22
H -1.274 -2.966 -3.707 0.31
H 0.880 -5.722 -2.765 0.41
H 0.496 -6.303 -0.093 0.45
H -0.138 -3.488 1.961 -0.19
H -0.436 -5.449 1.874 -0.24
H -3.032 -5.238 -0.003 0.47
H -5.479 -4.471 0.984 0.42
H -6.206 -3.329 3.070 0.31
H -5.219 -1.851 3.214 0.28
H -4.999 -3.158 4.377 0.35
O 0.246 2.133 0.791 -0.68
S 1.711 2.470 0.776 0.72
C 1.759 3.785 -0.504 -0.82
C 1.148 5.032 0.051 0.05
C 1.936 6.021 0.631 -0.27
C 1.357 7.161 1.172 -0.60
C -0.020 7.321 1.142 -0.39
C -0.814 6.334 0.573 -0.65
C -0.236 5.197 0.033 -0.20
C 2.517 1.150 -0.212 -0.99
C 2.210 1.110 -1.670 0.19
C 0.988 0.599 -2.107 -0.05
C 0.670 0.593 -3.457 -0.69
C 1.571 1.087 -4.391 -0.44
C 2.797 1.580 -3.968 -0.72
C 3.111 1.592 -2.617 -0.09
H 1.208 3.429 -1.373 0.32
H 2.806 3.938 -0.780 0.52
H 3.012 5.895 0.663 0.36
H 1.984 7.922 1.620 0.37
H -0.473 8.209 1.565 0.37
H -1.891 6.447 0.557 0.36
H -0.852 4.414 -0.389 0.35
H 2.152 0.260 0.293 0.27
H 3.580 1.230 0.021 0.50
H 0.283 0.191 -1.393 0.25
H -0.286 0.192 -3.770 0.53
H 1.322 1.079 -5.446 0.38
H 3.510 1.956 -4.692 0.37
H 4.069 1.981 -2.289 0.42
C 2.406 1.212 3.686 -0.77
O 2.206 0.560 2.505 -0.76
H 3.187 2.007 3.639 0.14
H 2.715 0.540 4.514 0.23
H 1.499 1.742 4.066 0.24